{"formula": "C2H6OS2", "method": "ωB97M-V with the def2-TZVPD basis set", "fmax_ev_per_a": 3.988, "total_charge": 0, "smiles": "CC=O.SS", "homo_lumo_gap_ev": 8.9405, "e_above_lowest_kcal_mol": 23.2, "elements": ["S", "S", "H", "H", "O", "C", "C", "H", "H", "H", "H"], "xyz": [[-0.475415, 1.497966, -2.156936], [-1.973487, 0.411640, -1.442269], [-0.818523, 2.657787, -1.577254], [-1.676580, -0.787026, -1.727773], [0.292071, -2.191731, 0.337936], [0.694243, -1.016369, 0.299542], [0.662013, -0.094113, 1.408807], [1.417542, -0.778832, -0.487997], [0.345359, -0.775190, 2.196795], [1.658314, 0.347371, 1.725024], [-0.125536, 0.728499, 1.424124]], "forces_ev_per_a": [[2.210, 0.826, -1.277], [-3.262, 1.372, 1.839], [-0.215, -0.263, 0.209], [1.283, -1.956, -0.745], [0.060, 2.670, -0.037], [1.328, -3.380, -1.193], [-0.993, 1.581, 2.742], [-0.359, 0.327, -0.720], [-0.031, 0.286, 0.630], [-1.079, -0.518, -0.885], [1.057, -0.947, -0.562]]}

=====

{"formula": "C33H39CoFN4P2", "method": "ωB97M-V with the def2-TZVPD basis set", "fmax_ev_per_a": 3.773, "spin_multiplicity": 4, "total_charge": 0, "homo_lumo_gap_ev": [5.5858, 7.1937], "e_above_lowest_kcal_mol": 41.0, "elements": ["Co", "C", "C", "C", "C", "C", "C", "C", "C", "C", "H", "H", "H", "H", "H", "H", "H", "H", "H", "H", "H", "H", "H", "H", "H", "P", "P", "N", "N", "N", "N", "C", "C", "C", "C", "C", "C", "C", "C", "C", "C", "C", "C", "C", "C", "C", "C", "C", "C", "H", "H", "H", "H", "H", "H", "H", "H", "H", "H", "H", "H", "H", "H", "H", "H", "H", "H", "H", "H", "F", "C", "C", "C", "C", "C", "C", "H", "H", "H", "H"], "xyz": [[0.902386, 0.068044, 0.524246], [2.339132, 0.002510, -3.331173], [1.009021, -0.147453, -3.375072], [0.368534, -1.446455, -3.731375], [0.985605, -2.729131, -3.101937], [1.279001, -2.642911, -1.619103], [2.212018, -1.867948, -1.039126], [3.493376, -1.580949, -1.727935], [3.367477, -1.069824, -3.206037], [0.660459, 0.212225, 2.701743], [2.799909, 0.994462, -3.463199], [0.389595, 0.746149, -3.494071], [0.469688, -1.538541, -4.822783], [-0.702451, -1.401492, -3.518066], [0.268065, -3.554623, -3.285119], [1.894864, -3.034576, -3.632485], [0.778402, -3.426372, -1.025922], [2.361141, -1.922718, 0.065943], [4.075399, -2.525644, -1.733668], [4.071849, -0.856377, -1.148509], [4.363842, -0.666346, -3.481984], [3.143835, -1.893703, -3.911249], [0.967262, 1.272800, 2.657834], [1.298371, -0.428511, 3.369008], [-0.380337, 0.241426, 3.061186], [-0.518504, -1.561939, 1.024416], [-0.867310, 1.388615, -0.175539], [0.553896, -2.963248, 1.544269], [-2.015456, -2.004615, 1.976601], [0.691264, 1.788536, -1.209587], [-1.901767, 2.816355, -0.828051], [-1.119724, -1.474634, -0.737042], [-1.656539, -0.065955, -1.130701], [1.873119, -2.772704, 1.988913], [2.512672, -4.010917, 2.102256], [1.578604, -4.998521, 1.657319], [0.392332, -4.333169, 1.333905], [-1.934442, -2.324483, 3.344466], [-3.093108, -3.002047, 3.725690], [-3.921140, -3.118705, 2.574090], [-3.248036, -2.492840, 1.515773], [1.855969, 1.511704, -0.442186], [2.876852, 2.341071, -0.874907], [2.427833, 3.042228, -2.033586], [1.072335, 2.715502, -2.173988], [-1.740098, 4.013559, -1.520566], [-2.887284, 4.780713, -1.398164], [-3.758799, 4.086004, -0.508285], [-3.125397, 2.895623, -0.186031], [-1.865137, -2.266197, -0.908872], [-0.276231, -1.680029, -1.425808], [-1.579107, 0.102615, -2.229315], [-2.728335, -0.048511, -0.891247], [2.295144, -1.794632, 2.046385], [3.524123, -4.159457, 2.415790], [1.776800, -6.051627, 1.565540], [-0.536551, -4.702221, 0.968595], [-1.048103, -2.117940, 3.897325], [-3.285341, -3.419908, 4.698956], [-4.859601, -3.648408, 2.529571], [-3.496354, -2.414469, 0.481965], [2.300338, 0.507943, 0.113565], [3.827139, 2.342558, -0.359480], [3.066817, 3.637599, -2.695650], [0.427342, 3.080506, -2.981433], [-0.806926, 4.252817, -2.010657], [-3.087555, 5.725127, -1.869189], [-4.722420, 4.403874, -0.132899], [-3.419605, 2.151984, 0.535132], [-1.873754, 5.492704, 4.020590], [-1.395991, 4.396635, 3.323229], [-2.113903, 3.207960, 3.332386], [-1.743728, 2.168149, 2.491239], [-0.743887, 2.349966, 1.491433], [0.087443, 3.487055, 1.635830], [-0.261109, 4.544509, 2.513474], [-2.988660, 3.103149, 3.969023], [-2.266684, 1.196216, 2.600231], [1.023507, 3.621933, 1.048503], [0.306611, 5.469929, 2.525574]], "forces_ev_per_a": [[-1.347, -0.932, 2.968], [0.047, 0.987, -0.352], [1.099, 0.334, -1.094], [0.050, -0.597, 0.131], [-0.278, -0.658, -0.229], [0.452, -0.976, 0.194], [0.503, -1.803, 0.791], [0.490, 0.889, -1.236], [0.746, -0.514, 0.031], [1.070, 0.802, 0.281], [-0.688, -0.311, 0.551], [0.223, -0.385, 0.038], [-0.234, -0.084, 0.151], [0.012, -0.166, -0.044], [0.301, 0.382, 0.214], [-0.422, 0.074, 0.056], [-0.177, 1.008, 0.004], [-0.377, -0.192, -1.155], [-0.196, 0.452, 0.084], [0.051, 0.074, -0.114], [-0.577, -0.210, -0.001], [0.483, 0.503, 0.508], [0.334, -0.585, 0.906], [-0.506, 0.744, -0.557], [0.440, -0.379, -0.052], [0.108, -1.347, 0.624], [3.489, 1.006, -1.023], [-0.341, -0.083, -0.866], [0.769, -0.138, -0.041], [-0.565, 0.462, 0.837], [-0.319, -0.819, 0.566], [-0.746, -0.823, -0.600], [-1.730, 0.023, 0.067], [0.041, -1.555, -0.081], [-1.625, 1.325, -0.650], [-1.031, 1.112, -0.127], [1.437, -0.110, 0.502], [-1.306, -0.596, -0.568], [1.270, 0.721, -0.834], [1.120, 0.836, -1.019], [0.072, -0.696, 1.261], [0.547, 0.909, -0.538], [-0.420, -0.973, 0.182], [-1.090, -0.314, 0.548], [1.041, 0.753, -0.504], [-0.057, -0.009, -0.195], [0.478, -0.861, 0.547], [0.494, -0.838, -0.062], [-0.450, 0.830, -0.419], [-0.079, 0.377, -0.422], [-0.851, 0.237, 1.122], [0.060, 0.027, 0.740], [-0.013, 0.196, -0.155], [-0.086, 0.365, 0.474], [0.262, -0.032, 0.091], [-0.185, -0.117, 0.067], [-0.475, -0.273, -0.096], [0.377, 0.210, 0.230], [0.007, 0.117, 0.070], [-0.044, 0.208, -0.159], [-0.236, 0.071, -0.339], [0.489, 1.164, -0.517], [0.200, 0.040, -0.483], [-0.648, -0.108, 0.365], [0.112, -0.411, 0.673], [-0.366, -0.070, 0.048], [0.171, 0.144, -0.028], [0.134, -0.037, -0.118], [-0.154, -0.131, -0.135], [0.584, -1.204, -0.474], [0.074, 0.722, -0.743], [0.130, 0.088, 0.445], [0.265, -0.248, -0.883], [-1.082, 1.438, 0.768], [-0.168, 0.533, -0.304], [-0.466, -0.980, 0.252], [0.249, 0.018, 0.049], [0.093, 0.759, -0.406], [-1.025, -0.172, 0.113], [-0.015, -0.201, 0.075]]}

=====

{"formula": "C12H28NO3OsP2", "method": "ωB97M-V with the def2-TZVPD basis set", "fmax_ev_per_a": 4.571, "spin_multiplicity": 5, "total_charge": 1, "homo_lumo_gap_ev": [4.9555, 4.5147], "e_above_lowest_kcal_mol": 0.0, "elements": ["C", "C", "N", "C", "C", "C", "C", "P", "Os", "P", "C", "O", "O", "H", "H", "H", "C", "C", "H", "H", "H", "H", "C", "C", "H", "H", "H", "H", "H", "H", "H", "H", "H", "H", "H", "H", "H", "H", "H", "H", "H", "H", "C", "O", "H", "H", "H"], "xyz": [[-0.763674, 0.858523, -3.439702], [-0.766465, 0.346000, -2.145894], [0.019717, 0.890068, -1.179782], [0.826979, 1.936704, -1.480247], [0.850896, 2.475489, -2.759611], [0.048844, 1.936527, -3.757572], [-1.647698, -0.806668, -1.770034], [-1.972252, -0.826627, 0.043524], [-0.061826, 0.141190, 0.835532], [1.896191, 1.279582, 0.974005], [1.685376, 2.516405, -0.381309], [-0.554424, -3.383782, -2.268335], [0.418909, -3.588833, 0.249895], [-1.424343, 0.375353, -4.158258], [1.517657, 3.317182, -2.928395], [0.058791, 2.343899, -4.766613], [-3.471891, 0.198175, 0.252843], [-2.537014, -2.503261, 0.438388], [2.675817, 2.810227, -0.753528], [1.225168, 3.412889, 0.061838], [-1.207342, -1.797136, -2.073689], [-2.612676, -0.726342, -2.280643], [2.284533, 2.183664, 2.493237], [3.450040, 0.449305, 0.489028], [0.711509, -2.666854, 0.479763], [0.455607, -4.076260, 1.091105], [-0.103458, -3.591027, -1.408161], [0.109985, -3.454809, -2.972623], [-1.069625, 1.366861, 1.275706], [0.828374, -1.235247, 0.530418], [-4.299452, -0.201797, -0.350117], [-3.751978, 0.192599, 1.316048], [-3.244169, 1.228434, -0.052376], [-3.400003, -2.771989, -0.188687], [-1.704891, -3.200629, 0.269933], [-2.829312, -2.522050, 1.496269], [4.274072, 1.175891, 0.445245], [3.676782, -0.323684, 1.233811], [3.321110, -0.024926, -0.493055], [3.171538, 2.811619, 2.345555], [1.427684, 2.808388, 2.769761], [2.474337, 1.447946, 3.284522], [-0.006375, -0.114474, 3.889056], [0.107925, -0.603558, 2.580739], [-0.113370, 0.981438, 4.013250], [0.904433, -0.449606, 4.412853], [-0.880057, -0.614795, 4.336287]], "forces_ev_per_a": [[-1.092, -2.011, 2.133], [-1.437, -0.107, -3.069], [-0.467, -2.096, 4.035], [2.012, 2.685, -1.660], [0.487, -0.233, 1.696], [0.597, 1.278, -1.540], [-0.147, -0.312, 0.114], [-2.200, -0.622, -2.165], [2.085, 1.093, 0.842], [2.520, 1.718, -1.374], [-0.114, 0.082, 0.182], [0.822, -0.679, 0.229], [0.614, 0.530, 0.983], [0.214, 0.220, 0.071], [-0.152, -0.135, -0.134], [0.026, -0.074, 0.296], [0.115, 0.030, 0.218], [0.257, -0.100, 0.245], [-0.229, -0.019, 0.069], [0.019, -0.157, 0.020], [-0.315, 0.926, 0.496], [0.052, -0.018, 0.017], [-0.136, -0.124, 0.164], [-0.101, -0.326, 0.258], [-0.383, -1.161, -0.277], [0.015, 0.055, -0.498], [-0.298, -0.013, -0.994], [-0.236, -0.113, 0.394], [-1.459, -0.239, -0.047], [-0.637, -0.670, -0.806], [0.261, 0.086, 0.176], [-0.006, 0.077, -0.296], [-0.102, -0.295, 0.057], [0.289, 0.176, 0.157], [-0.459, 0.205, 0.076], [0.018, -0.113, -0.227], [-0.303, -0.165, 0.046], [0.086, 0.112, -0.231], [-0.006, 0.153, 0.261], [-0.192, -0.149, 0.019], [0.213, -0.094, 0.017], [0.012, 0.275, -0.071], [0.160, -0.183, 1.026], [-0.271, 0.610, -0.581], [-0.005, -0.510, -0.471], [-0.412, 0.171, 0.103], [0.286, 0.236, 0.041]]}